# 1
2 unconnected molecules or ions with the total composition C6H10O3S at a distorted geometry, computed with wB97M-V/def2-TZVPD.

Last column: Löwdin charge in e.
CARTESIAN COORDINATES (ANGSTROEM)
C -4.81 0.62 -1.62  0.043
C -4.55 0.01 -0.46  -0.086
C -3.20 0.15 0.20  -0.503
O -2.36 0.94 -0.07  0.099
O -3.05 -0.66 1.28  0.113
H -5.80 0.41 -2.06  0.075
H -3.94 1.15 -2.14  0.104
H -5.27 -0.73 0.09  0.148
H -2.25 -0.78 1.70  0.038
C 3.72 -0.44 -0.75  -0.132
C 2.47 -0.72 -0.03  -0.239
C 2.40 -0.08 1.12  -0.417
S 0.87 -0.05 2.08  0.877
O -0.37 -0.52 1.08  -0.527
H 4.42 0.00 -0.01  0.068
H 4.17 -1.38 -1.16  0.089
H 3.79 0.39 -1.46  0.080
H 1.66 -1.28 -0.39  0.077
H 3.26 0.43 1.43  0.049
H -0.96 0.25 0.73  0.043

F_max in eV/A: 5.8
E_LUMO in eV: 0.214
Structure (SMILES): C=CC(=O)O.C/C=C/SO
HOMO level in Eh: -0.2973
Orbital gap in eV: 8.30
Calculated total energy in Eh: -858.4383

# 2
C6H10O3SSi2 in the gas phase at a distorted geometry, computed with wB97M-V/def2-TZVPD.

Last column: Löwdin charge in e.
CARTESIAN COORDINATES (ANGSTROEM)
O -2.40 0.23 -1.33  -0.504
S -2.81 -0.09 0.01  0.347
O -4.21 -0.57 0.13  -0.493
Si -2.58 2.10 1.01  0.661
Si -1.62 -1.94 0.40  0.588
O -0.12 -1.44 0.68  -0.259
C 0.97 -0.81 0.09  -0.312
C 0.82 0.07 -0.98  -0.021
C 1.91 0.64 -1.59  -0.056
C 3.17 0.38 -0.97  -0.099
C 3.31 -0.44 0.12  -0.078
C 2.16 -1.13 0.60  -0.017
H -3.17 3.06 0.06  -0.078
H -2.98 2.21 2.44  -0.104
H -1.11 2.36 1.18  -0.095
H -2.05 -2.42 1.65  -0.035
H -1.49 -2.87 -0.89  0.039
H -0.24 0.16 -1.29  0.091
H 1.87 1.44 -2.28  0.094
H 4.01 1.03 -1.31  0.113
H 4.16 -0.33 0.71  0.087
H 2.39 -1.65 1.56  0.134

F_max in eV/A: 4.3
E_LUMO in eV: -0.651
Structure (SMILES): O=S(=O)([SiH3])[SiH2]Oc1ccccc1
HOMO level in Eh: -0.3352
Orbital gap in eV: 8.47
Calculated total energy in Eh: -1437.4451

# 3
C6H10OS in the gas phase at a distorted geometry, computed with wB97M-V/def2-TZVPD.

Last column: Löwdin charge in e.
CARTESIAN COORDINATES (ANGSTROEM)
C -3.16 -0.35 -0.19  -0.102
C -1.87 -0.13 -0.44  -0.466
S -0.91 0.99 0.60  0.921
C 0.80 0.53 0.09  -0.803
C 1.70 1.73 0.51  -0.073
O 0.75 0.25 -1.31  -0.118
C 1.15 -0.85 0.73  -0.136
C 0.91 -1.91 0.01  0.010
H -3.62 -1.11 -0.83  0.047
H -3.85 0.22 0.59  0.100
H -1.18 -0.79 -0.98  0.051
H 1.73 2.42 -0.29  0.057
H 2.70 1.26 0.58  0.092
H 1.16 2.14 1.47  0.100
H 0.61 1.07 -1.78  0.097
H 1.66 -0.81 1.72  0.121
H 0.87 -2.87 0.48  0.064
H 0.54 -1.79 -0.96  0.037

F_max in eV/A: 2.8
E_LUMO in eV: 0.831
Structure (SMILES): C=CS[C@](C)(O)C=C
HOMO level in Eh: -0.3056
Orbital gap in eV: 9.15
Calculated total energy in Eh: -707.9503

# 4
C6H10OS in the gas phase at a distorted geometry, computed with wB97M-V/def2-TZVPD.

Last column: Löwdin charge in e.
CARTESIAN COORDINATES (ANGSTROEM)
C -1.06 -1.49 1.14  -0.126
C -0.84 -0.23 0.36  -0.753
S -1.81 0.10 -0.93  0.740
C 0.30 0.63 0.87  -0.335
C 0.14 2.10 0.51  -0.113
C 1.69 0.19 0.17  -0.259
C 1.75 -0.28 -1.21  -0.078
O 1.73 -1.21 -0.07  -0.078
H -1.72 -2.14 0.51  0.079
H -0.12 -1.98 1.31  0.071
H -1.55 -1.26 2.09  0.089
H 0.40 0.50 1.96  0.145
H 0.15 2.25 -0.57  0.057
H -0.91 2.45 0.86  0.103
H 0.90 2.70 1.05  0.086
H 2.62 0.56 0.62  0.149
H 2.74 -0.20 -1.64  0.107
H 0.86 -0.35 -1.92  0.116

F_max in eV/A: 2.5
E_LUMO in eV: -0.085
Structure (SMILES): CC(=S)[C@H](C)[C@@H]1CO1
HOMO level in Eh: -0.3169
Orbital gap in eV: 8.54
Calculated total energy in Eh: -707.9700

# 5
A molecular structure, C6H10OSSi at a distorted geometry, computed with wB97M-V/def2-TZVPD.

Last column: Löwdin charge in e.
CARTESIAN COORDINATES (ANGSTROEM)
C 1.40 0.33 -2.92  -0.238
C 0.91 0.92 -1.78  -0.252
C 1.12 -0.99 -2.98  -0.415
C 0.27 0.03 -0.90  -0.512
C -1.61 -1.38 1.49  -0.196
C 0.74 0.73 2.26  -0.155
O -1.66 1.60 1.15  -0.186
Si -0.79 0.21 1.19  0.547
S 0.29 -1.57 -1.54  0.901
H 1.80 0.83 -3.80  0.107
H 1.01 1.98 -1.44  0.110
H 1.31 -1.64 -3.75  0.028
H -2.70 -1.36 1.53  0.030
H -1.33 -2.16 0.73  0.024
H -1.31 -1.81 2.50  0.057
H 1.62 0.82 1.57  0.042
H 0.52 1.72 2.49  -0.017
H 1.10 0.12 3.07  0.020
H -2.68 1.61 1.14  0.106

F_max in eV/A: 4.5
E_LUMO in eV: 0.446
HOMO level in Eh: -0.2995
Orbital gap in eV: 8.60
Calculated total energy in Eh: -997.5448

# 6
C6H10S in the gas phase at a distorted geometry, computed with wB97M-V/def2-TZVPD.

Last column: Löwdin charge in e.
CARTESIAN COORDINATES (ANGSTROEM)
C 2.21 -1.88 -0.32  -0.072
C 1.75 -0.51 -0.07  -0.525
C 0.71 0.39 0.03  -0.378
C -0.70 0.76 -0.27  -0.399
C -1.57 -0.47 0.12  -0.067
C -1.16 2.04 0.37  -0.034
S 2.42 1.16 0.26  0.698
H 2.38 -2.34 0.68  0.105
H 3.04 -2.07 -0.89  0.043
H 1.28 -2.19 -0.84  0.091
H -0.92 0.73 -1.34  0.139
H -1.66 -0.59 1.15  0.056
H -1.18 -1.49 -0.26  0.113
H -2.56 -0.26 -0.08  0.050
H -1.45 2.69 -0.37  0.067
H -0.51 2.32 1.10  0.055
H -2.08 1.72 0.73  0.059

F_max in eV/A: 5.9
E_LUMO in eV: 0.814
Structure (SMILES): CC1=C(C(C)C)S1
HOMO level in Eh: -0.2606
Orbital gap in eV: 7.90
Calculated total energy in Eh: -632.6642

# 7
C6H10S in the gas phase at a distorted geometry, computed with wB97M-V/def2-TZVPD.

Last column: Löwdin charge in e.
CARTESIAN COORDINATES (ANGSTROEM)
C -1.30 1.31 -1.07  -0.286
S 0.29 1.18 -0.62  0.938
C 1.47 1.98 -1.49  -0.274
C 0.93 -0.51 -0.56  -0.219
C 0.58 -1.39 0.51  -0.372
C -0.27 -0.78 1.60  -0.127
C -0.94 -1.73 0.55  -0.064
H -2.05 0.63 -0.73  0.003
H -1.61 2.29 -1.11  -0.027
H 2.34 2.05 -1.04  -0.054
H 1.01 2.83 -1.90  -0.010
H 1.93 -0.56 -0.89  0.053
H 1.37 -2.11 0.87  0.153
H -0.16 -0.98 2.65  0.092
H -0.43 0.29 1.40  0.052
H -1.39 -2.54 1.09  0.088
H -1.45 -1.43 -0.30  0.054

F_max in eV/A: 5.0
E_LUMO (spin up / spin down) in eV: -0.558 / -0.611
Structure (SMILES): C=S(=C)=CC1CC1
HOMO level (spin up / spin down) in Eh: -0.2772 / -0.2603
Orbital gap (spin up / spin down) in eV: 6.98 / 6.47
Calculated total energy in Eh: -632.5040

# 8
C6H10S in the gas phase at a distorted geometry, computed with wB97M-V/def2-TZVPD.

Last column: Löwdin charge in e.
CARTESIAN COORDINATES (ANGSTROEM)
C 0.44 1.43 -0.93  -0.089
C 0.22 2.64 -1.30  -0.024
C 0.86 0.16 -0.47  -0.233
C -0.27 -0.44 0.52  -0.929
C -1.29 -1.17 -0.28  -0.123
C 0.58 -1.35 1.46  -0.135
S -0.89 0.98 1.48  0.663
H -0.29 3.34 -0.59  0.072
H 0.36 3.23 -2.30  0.102
H 0.91 -0.55 -1.38  0.136
H 1.82 0.09 0.05  0.113
H -0.92 -1.49 -1.28  0.091
H -2.03 -0.50 -0.55  0.041
H -1.74 -1.90 0.36  0.079
H 0.89 -2.29 1.00  0.084
H 0.06 -1.57 2.46  0.096
H 1.31 -0.58 1.77  0.057

F_max in eV/A: 3.1
E_LUMO (spin up / spin down) in eV: -0.183 / -1.658
HOMO level (spin up / spin down) in Eh: -0.3147 / -0.2738
Orbital gap (spin up / spin down) in eV: 8.38 / 5.79
Calculated total energy in Eh: -632.6194

# 9
C6H10S2 in the gas phase at a distorted geometry, computed with wB97M-V/def2-TZVPD.

Last column: Löwdin charge in e.
CARTESIAN COORDINATES (ANGSTROEM)
C 1.64 0.19 1.23  -0.201
C 1.65 0.61 -0.20  -0.868
S 1.39 -0.98 -1.19  0.800
C -0.54 -0.73 -1.13  -0.519
C -1.05 -1.05 0.36  -0.192
C -1.69 0.38 0.29  -0.173
C -0.87 0.72 -1.06  -0.632
S 0.44 1.94 -0.79  0.857
H 1.79 1.12 1.84  0.086
H 2.61 -0.56 1.16  0.130
H 0.81 -0.53 1.41  0.021
H 2.58 0.96 -0.52  0.017
H -0.91 -1.21 -2.16  0.141
H -1.84 -1.77 0.15  0.091
H -0.31 -1.55 1.09  0.111
H -1.23 0.96 1.13  0.090
H -2.86 0.48 0.22  0.139
H -1.60 1.04 -1.84  0.102

F_max in eV/A: 4.2
E_LUMO in eV: 0.704
Structure (SMILES): C[C@H]1S[C@H]2CC[C@H]2S1
HOMO level in Eh: -0.3133
Orbital gap in eV: 9.23
Calculated total energy in Eh: -1030.8811

# 10
A molecular structure, C6H11AlF9S, computed with wB97M-V/def2-TZVPD.

Last column: Löwdin charge in e.
CARTESIAN COORDINATES (ANGSTROEM)
F 1.17 -2.62 0.29  0.099
C 0.98 -1.29 0.09  -0.456
F 0.45 -1.16 -1.13  0.102
C 0.07 -0.78 1.18  -0.087
C -0.28 0.71 1.19  -0.207
C -1.42 1.09 0.24  -0.315
C -2.78 0.48 0.65  -0.370
Al -3.73 -0.61 -0.79  0.124
C 2.46 -0.69 0.13  -0.413
F 2.70 -0.20 1.35  0.116
F 3.34 -1.66 -0.10  0.115
S 2.92 0.69 -1.13  0.781
F 4.47 0.33 -1.00  -0.146
F 3.11 1.78 0.01  -0.145
F 1.41 1.14 -1.28  -0.124
F 2.77 -0.36 -2.30  -0.127
F 3.31 1.79 -2.20  -0.127
H -0.84 -1.38 1.07  0.133
H 0.54 -1.07 2.12  0.126
H 0.61 1.31 1.01  0.087
H -0.61 0.96 2.20  0.113
H -1.48 2.19 0.24  0.097
H -1.16 0.81 -0.79  0.062
H -3.47 1.29 0.91  0.021
H -2.66 -0.10 1.58  0.024
H -2.58 -1.23 -1.79  -0.147
H -4.68 0.40 -1.66  -0.165
H -4.61 -1.81 -0.11  -0.171

F_max in eV/A: 0.2
E_LUMO in eV: 2.467
Total charge: -1
HOMO level in Eh: -0.1734
Orbital gap in eV: 7.19
Calculated total energy in Eh: -1774.5912

# 11
A molecular structure, C6H11AuClNO2S2, computed with wB97M-V/def2-TZVPD.

Last column: Löwdin charge in e.
CARTESIAN COORDINATES (ANGSTROEM)
Au 0.54 -1.50 0.17  0.583
N -2.92 -0.32 -2.64  -0.434
C -1.45 -1.50 -0.27  -0.702
O 0.78 0.39 -2.60  0.059
C -2.61 -0.89 0.44  -0.212
C -2.63 -2.35 0.07  -0.205
H -0.11 -0.04 -2.34  -0.039
H -2.85 0.63 -2.26  -0.056
H -3.29 -0.27 -0.14  0.075
H -2.45 -0.57 1.46  0.091
H -3.32 -2.61 -0.72  0.095
H -2.48 -3.11 0.83  0.093
C 1.86 2.04 2.37  -0.107
O 1.84 0.82 1.63  -0.310
C 3.00 0.39 1.09  -1.355
S 4.38 1.27 1.07  0.640
S 2.84 -1.14 0.26  0.517
H 0.84 2.17 2.73  0.092
H 2.15 2.88 1.73  0.073
H 2.56 1.98 3.20  0.083
Cl -1.52 -1.05 -2.12  0.843
C 1.43 0.77 -1.60  -0.001
H 0.94 0.96 -0.64  0.071
H 2.47 1.05 -1.73  0.106

F_max in eV/A: 1.0
E_LUMO in eV: -1.730
HOMO level in Eh: -0.3159
Orbital gap in eV: 6.87
Calculated total energy in Eh: -1832.4542

# 12
A molecular structure, C6H11Br2O4 at a distorted geometry, computed with wB97M-V/def2-TZVPD.

Last column: Löwdin charge in e.
CARTESIAN COORDINATES (ANGSTROEM)
C 2.93 0.08 0.88  -0.029
O 1.88 -0.81 1.35  0.008
C 1.08 -1.28 0.41  -0.692
O 1.43 -1.84 -0.52  0.176
O -0.21 -1.13 0.77  0.000
C -1.11 -1.33 -0.27  -0.703
Br -1.46 -3.24 -0.63  0.652
C -2.47 -0.64 0.06  -0.709
C -2.30 0.65 0.83  -0.129
Br -3.63 -1.89 1.03  0.599
H 3.39 -0.25 -0.04  0.091
H 2.63 1.12 0.78  0.064
H 3.70 0.04 1.65  0.079
H -0.73 -0.85 -1.16  0.107
H -2.96 -0.44 -0.88  0.084
H -1.37 1.16 0.61  0.072
H -2.41 0.51 1.90  0.062
H -3.12 1.31 0.55  0.076
C 0.97 1.78 -1.45  -0.500
O 1.98 2.39 -0.83  -0.401
H 1.24 1.03 -2.25  0.044
H 0.28 1.19 -0.80  0.012
H 0.24 2.44 -2.00  0.035

F_max in eV/A: 5.8
E_LUMO in eV: 2.558
Total charge: -1
HOMO level in Eh: -0.1026
Orbital gap in eV: 5.35
Calculated total energy in Eh: -5684.1839